The following is a DFT calculation (ωB97M-V/def2-TZVPD) of a molecular structure, C17H15BrNOPdSSi at a distorted geometry.

```
38
Properties=species:S:1:pos:R:3:forces:R:3
Pd 9.21230 7.57848 3.36886 0.07 -0.90 0.61
O 11.31644 7.01190 3.25826 0.40 -0.02 -0.59
N 11.90954 6.39483 4.30041 3.02 1.26 -0.93
C 13.39814 6.59540 4.44098 -2.80 0.94 -2.62
C 14.03191 6.28350 5.53994 0.59 -2.20 4.80
C 13.40295 5.71926 6.68382 0.51 -0.85 1.01
C 11.95969 5.69441 6.59138 0.34 0.01 -0.71
C 11.29385 6.12946 5.40472 -3.29 -1.29 3.79
S 9.37329 6.25910 5.44837 2.63 0.15 -0.64
H 13.79854 7.42988 3.92830 0.01 0.44 -1.43
H 15.05661 6.47607 5.75516 0.91 0.57 -0.76
H 14.06646 5.32516 7.64665 -2.05 1.17 -2.67
H 11.36055 5.33049 7.41286 -0.19 0.20 -0.04
Br 6.58050 7.33328 3.05141 0.18 -0.08 -0.41
C 12.71806 10.69172 7.25154 -0.50 1.36 3.86
C 12.95040 9.85332 6.17145 -7.92 3.54 2.64
C 11.88042 9.64287 5.32309 3.29 -2.12 -1.80
C 10.64733 10.13304 5.48274 -2.39 1.47 1.52
C 10.36923 10.99071 6.59406 5.94 -1.87 -0.40
C 11.45043 11.24829 7.46184 -0.99 -0.59 1.28
Si 9.35263 9.70699 4.23986 -1.93 0.07 0.56
C 7.74310 9.95558 5.32474 0.31 0.00 0.28
C 6.99148 8.91934 5.90884 -1.18 -0.87 1.55
C 5.85073 9.12214 6.67703 -1.45 1.75 1.40
C 5.44879 10.53564 6.92242 2.67 -5.71 -1.79
C 6.16449 11.50534 6.31055 2.15 -4.09 0.04
C 7.31174 11.26443 5.57774 0.20 -0.69 -1.66
H 13.34939 10.94462 8.27515 -0.50 -1.06 -3.24
H 13.86414 9.77778 6.10314 9.12 -2.58 -1.89
H 12.13768 8.98381 4.45385 -0.75 0.60 0.62
H 9.56475 11.40897 6.99163 -4.29 1.26 0.41
H 11.21726 11.65901 8.52110 0.42 -0.16 -2.01
H 9.27684 11.07652 3.69660 0.00 0.43 -0.92
H 7.16559 7.85307 5.93744 1.05 0.08 -1.09
H 5.20774 8.20008 7.12389 1.71 2.37 -1.14
H 4.53597 10.66137 7.33540 -2.73 0.93 1.54
H 5.65211 12.31035 6.36018 -2.40 6.44 0.02
H 7.77158 12.02425 4.92580 -0.17 0.03 0.80
```
Positions in Å, forces in eV/Å.

electronic energy: -4176.152207 a.u.
⟨S²⟩: 3.775
net charge: -2
orbital gap (spin up / spin down): 4.31 / 6.78 eV
2S+1: 4

Need the Löwdin charges? In units of e they are: 0.245 -0.361 -0.243 -0.099 -0.235 -0.175 -0.181 -0.601 0.437 0.075 0.071 0.106 0.052 -0.342 -0.128 -0.075 -0.127 -0.340 -0.063 -0.137 0.538 -0.325 -0.228 -0.075 -0.101 -0.144 -0.137 0.132 0.006 0.094 0.035 0.107 -0.059 0.007 0.130 0.037 0.022 0.082